(1)
# C5H11N3OSi

A molecular structure, C5H11N3OSi in a non-equilibrium geometry (ωB97M-V/def2-TZVPD, the OMol25 dataset).

highest occupied orbital energy = -0.3700 Eh
ΔE to the lowest compared entry with this formula, charge and spin = 21.8 kcal per mole
energy = -19755.3710 eV
frontier orbital gap = 9.46 eV
LUMO level = -0.609 eV

Last column: Löwdin charge in e.
Atoms and positions in Å:
1 C 1.48035 -2.26638 2.21645  -0.094
2 C 0.64202 -1.48882 3.01041  -0.106
3 C -1.76895 0.46371 0.16012  -0.183
4 C 0.01524 -0.64108 -2.37017  -0.190
5 C -0.12484 2.60234 -1.52217  -0.156
6 N 1.84888 -1.50676 1.14481  0.103
7 N 0.37856 -0.37229 2.30624  0.073
8 N 1.17074 -0.50249 1.30621  -0.162
9 O 1.10126 0.70869 0.05757  -0.145
10 Si -0.19802 0.64456 -0.91631  0.441
11 H 1.92847 -3.14917 2.25402  0.050
12 H 0.11584 -1.80908 3.92104  0.111
13 H -2.46316 1.30875 -0.08869  0.030
14 H -2.20994 -0.61143 0.07080  0.058
15 H -1.25776 0.45334 1.16761  0.001
16 H -0.13654 -1.67485 -1.85684  0.046
17 H -0.88353 -0.48371 -3.04522  0.035
18 H 1.02418 -0.60222 -2.82842  0.025
19 H 0.12910 2.67865 -2.61501  0.018
20 H -1.23204 2.85442 -1.40762  0.016
21 H 0.44013 3.39382 -0.96482  0.027

---

(2)
# C44H41BrHgN8O3S3

A molecular structure, C44H41BrHgN8O3S3 (ωB97M-V/def2-TZVPD, the OMol25 dataset).

net charge = -1
highest occupied orbital energy (alpha / beta) = -0.1053 / -0.1800 Eh
energy = -171081.5896 eV
multiplicity = 2
frontier orbital gap (alpha / beta) = 4.35 / 6.39 eV
LUMO level (alpha / beta) = 1.489 / 1.489 eV

Last column: Löwdin spin population.
Atoms and positions in Å:
1 Hg 1.21165 -0.58944 -0.72118  0.002
2 O -4.00694 0.03834 -1.24794  0.002
3 C -4.02609 -1.18389 -0.68806  0.000
4 C -5.19417 -1.57599 -0.02567  0.000
5 C -5.30054 -2.82928 0.54699  0.000
6 C -4.24479 -3.73414 0.45065  0.000
7 C -3.09095 -3.33564 -0.20135  0.000
8 C -2.94031 -2.06521 -0.75538  0.000
9 C -1.55873 -1.73593 -1.31444  0.001
10 O -0.64974 -1.72419 -0.29282  0.001
11 N -1.56201 -0.45987 -2.11010  0.017
12 N -0.53555 0.46784 -1.76835  0.221
13 C -0.89509 1.71374 -2.04979  0.128
14 C -0.16533 2.88274 -1.87310  0.081
15 Br 1.57987 2.68994 -1.09399  -0.001
16 C -0.53238 4.20156 -2.15753  0.268
17 C -1.66067 4.66115 -2.92519  0.036
18 C -2.32169 3.89767 -3.91152  0.067
19 C -3.39770 4.40892 -4.62050  -0.003
20 C -3.86132 5.69806 -4.38957  0.078
21 C -3.20615 6.48145 -3.43964  -0.001
22 C -2.13204 5.97895 -2.73051  0.060
23 H -3.10652 0.11428 -1.66726  0.001
24 H -6.00572 -0.86042 0.02505  0.000
25 H -6.21037 -3.10478 1.06693  0.000
26 H -4.31814 -4.72278 0.88668  0.000
27 H -2.25212 -4.02442 -0.28448  0.000
28 H -1.33035 -2.54205 -2.03917  0.000
29 H -1.44652 -0.70562 -3.08681  0.007
30 H -1.89711 1.86434 -2.43907  0.006
31 H 0.08822 4.97919 -1.72690  0.017
32 H -1.95292 2.91004 -4.15177  0.006
33 H -3.87996 3.79240 -5.37077  -0.002
34 H -4.70925 6.08761 -4.93876  0.006
35 H -3.54498 7.49375 -3.24901  -0.002
36 H -1.64082 6.59940 -1.98832  0.003
37 S 3.70544 -0.17985 -1.00267  -0.001
38 C 3.62888 -0.85948 -2.58449  0.000
39 N 2.57988 -1.42428 -3.11065  0.000
40 C 2.83702 -1.90058 -4.38484  0.000
41 C 1.91302 -2.55292 -5.20038  0.000
42 C 2.30870 -2.99249 -6.45126  0.000
43 C 3.61489 -2.78786 -6.90526  0.000
44 C 4.54321 -2.13691 -6.10878  0.000
45 C 4.14383 -1.69862 -4.85216  0.000
46 S 5.05094 -0.87362 -3.62456  0.000
47 H 0.90121 -2.69922 -4.84123  0.000
48 H 1.59610 -3.50021 -7.08884  0.000
49 H 3.90447 -3.13782 -7.88795  0.000
50 H 5.55430 -1.97183 -6.46103  0.000
51 C -0.05462 4.21599 2.41670  0.000
52 C 0.08964 3.37396 3.67593  0.000
53 N 1.42463 3.43861 4.28031  0.000
54 C 1.83219 4.70542 4.88126  0.000
55 C 2.81918 5.47912 4.01576  0.000
56 C 2.26072 2.38667 4.43904  0.000
57 O 3.29605 2.45918 5.09382  0.000
58 C 1.89907 1.07718 3.79199  0.000
59 C 1.79163 -0.05825 4.58177  0.000
60 C 1.52463 -1.27409 3.97775  0.000
61 C 1.40508 -1.31244 2.59781  0.000
62 N 1.53854 -0.23457 1.82906  0.001
63 C 1.77733 0.93571 2.41881  0.000
64 H -1.00783 3.98686 1.93514  0.000
65 H 0.73702 3.99188 1.70113  0.000
66 H -0.03243 5.28589 2.64016  0.000
67 H -0.16000 2.34163 3.45624  0.000
68 H -0.62793 3.71190 4.42860  0.000
69 H 2.29140 4.48932 5.84429  0.000
70 H 0.92416 5.28539 5.04960  0.000
71 H 3.69286 4.85900 3.81385  0.000
72 H 3.15052 6.38179 4.53327  0.000
73 H 2.36974 5.76810 3.06458  0.000
74 H 1.92007 0.02337 5.65411  0.000
75 H 1.40860 -2.18040 4.55757  0.000
76 H 1.19446 -2.24250 2.08068  0.000
77 H 1.86975 1.79306 1.75794  0.000
78 S -2.03113 0.87872 1.87738  0.000
79 C -2.12137 -0.57621 2.70689  0.000
80 N -1.65319 -1.73926 2.15569  0.000
81 C -1.69590 -2.93919 2.77023  0.000
82 C -2.20890 -3.08777 4.01769  0.000
83 C -2.71994 -1.92737 4.64852  0.000
84 C -2.68067 -0.72180 4.01929  0.000
85 H -1.25263 -1.69443 1.18243  0.000
86 H -1.28736 -3.76700 2.20228  0.000
87 H -2.23591 -4.05732 4.49298  0.000
88 H -3.15164 -2.00512 5.63997  0.000
89 H -3.06971 0.17275 4.48273  0.000
90 N 3.36233 -8.34330 0.24671  0.000
91 C 3.10783 -7.23295 0.11091  0.000
92 C 2.78439 -5.83048 -0.05998  0.000
93 C 1.75468 -5.44812 -0.90476  0.000
94 C 1.47747 -4.09399 -1.02558  0.000
95 N 2.16401 -3.15801 -0.38234  0.000
96 C 3.15895 -3.52991 0.41044  0.000
97 C 3.50411 -4.85823 0.61532  0.000
98 H 1.18413 -6.18528 -1.45250  0.000
99 H 0.66629 -3.74205 -1.65421  0.000
100 H 3.71237 -2.72764 0.88801  0.000
101 H 4.31263 -5.12586 1.28150  0.000

---

(3)
# C4H4N2O2

C4H4N2O2 in the gas phase in a non-equilibrium geometry (ωB97M-V/def2-TZVPD, the OMol25 dataset).

highest occupied orbital energy = -0.3542 Eh
ΔE to the lowest compared entry with this formula, charge and spin = 104.8 kcal per mole
energy = -11283.9971 eV
frontier orbital gap = 9.77 eV
LUMO level = 0.128 eV

Last column: Löwdin charge in e.
Atoms and positions in Å:
1 C 2.27332 -0.38812 0.04158  -0.151
2 C -0.22206 0.23468 0.09661  -0.287
3 C -1.31732 1.03257 -0.00017  -0.097
4 C -2.54420 0.39529 -0.16085  -0.113
5 H 2.10393 -1.40701 -0.20057  0.114
6 H 1.44906 1.40632 -0.13820  0.102
7 H -1.41322 2.03299 0.51665  0.126
8 H -3.55904 0.74259 -0.42820  0.144
9 N 1.13741 0.54341 0.13441  0.127
10 N -0.82895 -1.06201 0.22214  0.131
11 O 3.49395 0.01344 -0.16486  -0.033
12 O -2.22875 -0.86234 -0.09872  -0.063

---

(4)
# C5H6O

A molecular structure, C5H6O (ωB97M-V/def2-TZVPD, the OMol25 dataset).

highest occupied orbital energy = -0.3164 Eh
ΔE to the lowest compared entry with this formula, charge and spin = 99.3 kcal per mole
energy = -7324.9795 eV
frontier orbital gap = 9.43 eV
LUMO level = 0.818 eV

Last column: Löwdin charge in e.
Atoms and positions in Å:
1 O 1.71901 -0.74615 -1.58798  0.125
2 C 0.83242 -0.38849 -0.86694  -0.390
3 C -0.52174 0.26052 -1.08319  -0.050
4 C -0.40629 0.76690 0.37765  -0.359
5 C -0.95355 0.19917 1.56037  0.079
6 C 0.75513 -0.33444 0.68132  -0.064
7 H -0.57150 0.99973 -1.88589  0.120
8 H -1.32675 -0.47333 -1.20202  0.126
9 H 0.07258 1.74729 0.45107  0.134
10 H -1.59268 -0.66030 1.27649  0.025
11 H 0.40558 -1.33456 0.96228  0.128
12 H 1.58779 -0.03633 1.31683  0.126

---

Which value of energy does entry 4 give? -7324.9795 eV

---

Look up the energy of the third one. -11283.9971 eV

---

Which value of energy does entry 1 give? -19755.3710 eV